(1)
The following is a quantum chemistry calculation of a 3-piece molecular cluster, C5H11NO overall, from the OMol25 dataset.

```
18
Properties=species:S:1:pos:R:3:mulliken_charge:R:1
C 0.7306 1.2667 1.7677 -1.03
C 1.0416 0.6519 0.4464 0.10
N 1.4230 -0.5600 0.3703 -0.50
C 1.6823 -1.0825 -0.9066 0.14
O 2.2919 -0.5241 -1.7846 -0.49
H -0.1105 1.9661 1.7036 0.29
H 0.5044 0.4818 2.4976 0.30
H 1.6093 1.8230 2.1184 0.30
H 0.9392 1.2605 -0.4598 0.49
H 1.3001 -2.1141 -1.0181 0.37
H -0.8470 -2.0492 1.1094 0.02
H -0.1471 -1.7835 1.1041 0.00
C -1.8653 -0.5966 -1.1383 -0.56
C -1.7299 0.7100 -0.9468 -0.46
H -1.5177 -1.0879 -2.0421 0.25
H -2.2682 -1.2568 -0.3766 0.28
H -1.2738 1.3613 -1.6881 0.26
H -2.0176 1.1898 -0.0147 0.24
```

Its frontier orbital gap is 10.34 eV. The SMILES is C/C=N/C=O.[H][H].C=C. As for the multiplicity: 1.


(2)
The following is a quantum chemistry calculation of a 2-piece molecular cluster, C4H4O3 overall at a distorted geometry, from the OMol25 dataset.

```
11
Properties=species:S:1:pos:R:3:mulliken_charge:R:1
O -2.2043 2.0478 -0.6046 -0.19
C -1.2678 1.4687 -0.3486 0.15
C 0.0036 -0.6139 -0.3401 0.59
C -0.1007 -0.6923 1.1413 -0.92
O -0.5558 -1.3226 -1.1453 -0.52
C 1.1847 0.2490 -0.8588 0.03
O 1.6860 1.2893 -0.5154 -0.44
H -0.3038 0.3890 1.3927 0.31
H 0.8362 -1.1997 1.4955 0.31
H -0.9299 -1.3367 1.4542 0.27
H 1.6518 -0.2785 -1.6709 0.41
```

Its frontier orbital gap is 9.41 eV. As for the multiplicity: 1.


(3)
The following is a quantum chemistry calculation of a 2-piece molecular cluster, C5H6N2O overall at a distorted geometry, from the OMol25 dataset.

```
14
Properties=species:S:1:pos:R:3:mulliken_charge:R:1
C -2.7852 -1.0095 -0.0751 0.27
C -0.9694 1.0440 -0.0511 0.68
C -1.6312 -0.2840 -0.3893 -0.41
C 2.0308 0.4911 0.5041 -0.92
C 1.0499 -0.5952 0.0678 -0.28
N -3.7741 -1.3935 0.3797 -0.36
N -0.3344 -0.0589 0.2755 -0.02
O -1.1066 2.2410 -0.0156 -0.53
H -1.2981 -0.5955 -2.1120 0.11
H 2.0695 0.6142 1.6363 0.29
H 3.1176 0.3680 0.0904 0.30
H 1.6591 1.5311 0.2112 0.28
H 0.8849 -0.8116 -1.0607 0.28
H 1.0873 -1.5412 0.5387 0.31
```

Its frontier orbital gap is 9.87 eV. As for the multiplicity: 1.


(4)
The following is a quantum chemistry calculation of C2H3BrClF as an isolated structure at a distorted geometry, from the OMol25 dataset.

```
8
Properties=species:S:1:pos:R:3:mulliken_spin:R:1
C -0.1603 1.0244 0.3634 0.00
C 3.7551 0.2600 0.6768 1.56
F 0.4958 0.9216 -0.9118 0.00
Cl 4.2507 1.8179 0.6056 0.24
Br 4.6739 -0.9342 -0.4904 0.21
H -1.1406 1.2778 0.1964 0.00
H -0.2181 -0.0516 0.8209 0.00
H 0.4129 1.6479 1.0019 0.00
```

Its frontier orbital gap (alpha / beta) is 9.12 / 8.86 eV. As for the multiplicity: 3.


(5)
The following is a quantum chemistry calculation of C30H50GeNOPdSi4 as an isolated structure at a distorted geometry, from the OMol25 dataset.

```
88
Properties=species:S:1:pos:R:3:mulliken_spin:R:1
Pd 0.7781 -0.1813 0.2596 0.72
C 2.4613 2.2573 -3.3356 0.00
Si 2.9054 1.1377 -1.8417 0.01
C 2.7399 2.1018 -0.1981 0.03
C 4.7495 0.6392 -1.9968 0.00
N 1.8361 -0.2135 -1.7152 0.02
C 1.8837 -1.3527 -2.4211 0.00
C 2.5014 -1.4566 -3.6864 -0.01
C 2.5028 -2.6281 -4.4048 0.02
C 1.8968 -3.7688 -3.8929 -0.03
C 1.2847 -3.7138 -2.6527 0.03
C 1.2647 -2.5358 -1.9258 -0.02
O 0.7557 -2.4683 -0.6403 -0.05
C -0.1970 -3.3737 -0.2365 0.00
C -0.1066 -3.8521 1.0683 0.02
C -1.0471 -4.7542 1.5310 0.01
C -2.0787 -5.1770 0.7086 0.00
C -2.1798 -4.6776 -0.5788 0.00
C -1.2523 -3.7707 -1.0521 -0.02
H 2.9384 3.2272 -3.2481 0.00
H 1.3926 2.4184 -3.4140 0.00
H 2.7910 1.8160 -4.2704 0.00
H 3.1914 3.0864 -0.2727 0.00
H 3.2495 1.5692 0.6048 0.00
H 1.6918 2.2309 0.0892 -0.01
H 5.3894 1.5160 -1.9921 0.00
H 4.9461 0.0943 -2.9136 0.00
H 5.0611 0.0044 -1.1739 0.00
H 2.9694 -0.5703 -4.0852 0.00
H 2.9896 -2.6637 -5.3704 0.00
H 1.9196 -4.7009 -4.4384 0.00
H 0.8433 -4.6045 -2.2311 0.00
H 0.7025 -3.5094 1.7018 -0.01
H -0.9762 -5.1331 2.5380 0.00
H -2.8075 -5.8886 1.0664 0.00
H -2.9883 -4.9942 -1.2200 0.00
H -1.3377 -3.3681 -2.0511 0.00
C 4.0055 -1.0168 3.8763 -0.01
C 2.7643 -0.4996 4.2011 0.02
C 1.7915 -0.3567 3.2218 -0.12
C 2.0650 -0.6938 1.8999 0.28
C 3.3252 -1.1846 1.5779 -0.07
C 4.2846 -1.3634 2.5646 0.01
H 4.7520 -1.1578 4.6439 0.00
H 2.5475 -0.1974 5.2162 0.00
H 0.8161 0.0131 3.5175 0.02
H 3.5748 -1.4484 0.5533 0.01
H 5.2515 -1.7683 2.2947 0.00
C -2.5608 3.5712 2.6278 0.02
Si -1.2285 2.1978 2.5856 0.13
C -1.6854 1.0032 4.0186 0.00
C 0.4476 3.0558 2.9447 0.01
Ge -1.1919 1.0850 0.4134 -0.01
Si -3.2120 -0.2632 0.4255 0.01
C -4.7830 0.6706 0.9905 0.01
C -2.9382 -1.7206 1.6370 -0.01
C -3.5071 -0.9611 -1.3361 0.00
Si -1.5333 2.7413 -1.3088 -0.02
C -1.3270 1.8020 -2.9591 0.00
C -3.2741 3.5340 -1.2395 0.01
C -0.2536 4.1648 -1.2471 0.00
H -2.5774 4.0476 3.6029 0.00
H -3.5516 3.1737 2.4368 0.00
H -2.3605 4.3369 1.8863 0.00
H -1.1208 1.2304 4.9211 0.00
H -1.4948 -0.0338 3.7557 0.00
H -2.7377 1.0953 4.2629 0.00
H 0.5346 3.3248 3.9927 0.00
H 0.5389 3.9685 2.3624 0.00
H 1.2882 2.4157 2.6904 0.00
H -4.6906 0.9910 2.0229 0.00
H -5.6643 0.0426 0.9188 0.00
H -4.9616 1.5553 0.3902 0.00
H -3.2333 -1.4526 2.6469 0.01
H -1.8840 -1.9934 1.6578 0.02
H -3.5008 -2.6054 1.3546 0.00
H -4.1298 -0.2964 -1.9256 0.00
H -3.9921 -1.9327 -1.3128 0.00
H -2.5576 -1.0752 -1.8533 0.00
H -2.2385 1.2817 -3.2312 0.00
H -0.5401 1.0567 -2.8536 0.00
H -1.0647 2.4570 -3.7832 0.00
H -4.0555 2.7903 -1.3596 0.00
H -3.3978 4.2745 -2.0231 0.00
H -3.4359 4.0298 -0.2877 0.00
H 0.7450 3.7995 -1.4671 0.00
H -0.2268 4.6274 -0.2639 0.00
H -0.4859 4.9423 -1.9693 0.00
```

Its frontier orbital gap (alpha / beta) is 5.15 / 5.44 eV. As for the multiplicity: 2.


(6)
The following is a quantum chemistry calculation of C31H42N3OPTl as an isolated structure at a distorted geometry, from the OMol25 dataset.

```
79
Properties=species:S:1:pos:R:3:mulliken_charge:R:1
Tl -0.4814 0.5858 -0.7212 0.75
N -2.8606 -1.4582 1.2113 -0.23
N -0.8932 -2.1544 -1.3715 0.60
C 2.7895 1.0308 -0.6256 0.25
C 2.7919 -0.3182 -0.1598 0.51
C 2.3119 -0.3211 1.1813 1.05
C 2.0450 -1.4948 2.0341 -1.23
H 2.0946 -2.4264 1.4605 0.50
H 1.0486 -1.4197 2.4977 0.01
H 2.7806 -1.5500 2.8543 0.35
C 2.0392 1.0219 1.5546 0.07
C 1.4005 1.4334 2.8202 -0.39
H 2.0700 1.2670 3.6805 0.12
H 0.4989 0.8227 3.0040 -0.11
H 1.1220 2.4945 2.7964 0.29
C 2.3324 1.8557 0.4394 0.10
C 2.0021 3.2956 0.3403 -1.82
H 1.0570 3.5116 0.8543 0.34
H 1.8958 3.6224 -0.7002 0.35
H 2.7463 3.9607 0.7995 0.24
C 3.1312 -1.5208 -0.9446 -1.44
H 4.0614 -1.9778 -0.5690 0.32
H 3.2643 -1.2990 -2.0126 0.25
H 2.3505 -2.2929 -0.8662 0.08
C 3.0658 1.4956 -2.0061 -1.39
H 2.1272 1.7061 -2.5505 -0.01
H 3.6127 0.7373 -2.5778 0.47
H 3.6592 2.4242 -2.0329 0.42
C -3.6880 -1.6633 2.2236 -0.27
H -4.3344 -0.8210 2.5144 0.36
C -3.7106 -2.8872 2.9445 -0.47
H -4.3804 -2.9917 3.8072 0.49
C -2.8345 -3.9006 2.5163 -0.61
H -2.9141 -4.8994 2.9423 0.37
C -1.8359 -3.5948 1.5826 -0.52
H -1.0629 -4.3079 1.2968 0.42
C -1.8411 -2.3096 0.9595 0.07
C -0.7406 -1.9652 0.0216 -0.66
H 0.2879 -2.1464 0.3819 0.23
C -1.6067 -1.2057 -2.1018 -1.19
C -0.1259 -2.8918 -2.3220 -0.48
H 0.4009 -3.7986 -2.0605 0.51
C -0.2524 -2.2737 -3.5121 -0.77
H 0.1748 -2.5322 -4.4686 0.51
N -1.0679 -1.1391 -3.3415 0.40
C -1.1460 0.0914 -4.0479 -0.19
C -0.0071 0.6344 -4.6687 1.31
C -0.0141 2.0051 -4.9760 -0.99
H 0.8812 2.4514 -5.4150 0.23
C -1.1083 2.8202 -4.6802 0.65
C -1.0956 4.2954 -4.9582 -1.57
H -0.8578 4.8852 -4.0640 0.27
H -2.0721 4.6403 -5.3094 0.38
H -0.3523 4.5451 -5.7174 0.39
C -2.2166 2.2370 -4.0580 -0.91
H -3.0579 2.8594 -3.7652 0.33
C -2.2604 0.8794 -3.7225 1.01
C -3.3621 0.3102 -2.9117 -1.30
H -3.9523 -0.4254 -3.4702 0.32
H -4.0352 1.1144 -2.6148 0.37
H -2.9508 -0.2465 -1.9758 0.41
C 1.2623 -0.1401 -4.8676 -1.45
H 1.1208 -1.0526 -5.4744 0.39
H 1.7142 -0.4337 -3.8977 0.24
H 1.9919 0.5094 -5.3850 0.35
C -1.4807 -2.2875 6.1237 -1.17
P -0.6895 -0.8335 5.4016 1.28
C -1.6322 0.5752 6.0620 -1.42
C 0.9705 -0.6854 6.1148 -1.20
O -0.6890 -0.8603 3.8994 -0.55
H -2.4126 -2.4902 5.5830 0.15
H -1.6947 -2.0835 7.1832 0.41
H -0.8122 -3.1521 6.0245 0.36
H -1.0163 1.1649 6.7487 0.39
H -1.9365 1.1785 5.2009 0.33
H -2.5209 0.2036 6.5885 0.42
H 0.9708 0.1209 6.8566 0.40
H 1.6762 -0.4472 5.3143 0.18
H 1.2760 -1.6222 6.5908 0.37
```

As for the net charge: -1. Its frontier orbital gap is 4.82 eV. As for the multiplicity: 1.


(7)
The following is a quantum chemistry calculation of C31H45O3Pb as an isolated structure at a distorted geometry, from the OMol25 dataset.

```
80
Properties=species:S:1:pos:R:3:mulliken_charge:R:1
O -0.6496 -1.6143 -2.1321 0.10
C -0.9424 -1.2979 -3.5218 -0.66
C -1.7939 -2.5398 -3.6893 -0.21
H -0.0273 -1.3115 -4.1414 0.29
H -1.4808 -0.3397 -3.6115 0.27
C -1.4460 -2.8456 -2.2131 1.29
H -1.3510 -3.2522 -4.3957 -0.20
H -2.8485 -2.3283 -3.9266 0.41
C -0.5286 -4.0444 -2.0009 -1.53
H 0.3751 -3.9699 -2.6247 0.35
H -1.0354 -4.9895 -2.2569 0.40
H -0.2510 -4.0923 -0.9373 0.29
C -2.5969 -2.7751 -1.2312 -1.31
H -3.2544 -1.9250 -1.4568 0.32
H -2.1908 -2.6768 -0.2142 0.06
H -3.2042 -3.6917 -1.2751 0.44
Pb 0.9810 0.6447 -1.1057 1.33
C -1.6864 1.5073 1.2855 -0.04
C -1.1998 2.4232 0.3162 0.03
C -1.6354 1.9797 -0.9751 -1.63
H -0.7128 3.3745 0.5294 0.25
C -2.4009 0.7893 -0.7769 0.13
C -2.4115 0.4944 0.6036 -0.65
H -2.9333 -0.3368 1.0786 0.44
H -1.5656 1.6145 2.3572 0.51
H -1.5440 2.5447 -1.9021 0.59
H -2.9698 0.2773 -1.5562 0.56
C 1.5498 -0.3494 2.1547 0.35
C 0.3410 -1.0797 2.1910 -1.19
C 0.3987 -2.0881 1.1990 0.00
H -0.4797 -0.9113 2.8933 0.50
C 1.6429 -1.9737 0.5282 -0.85
C 2.3602 -0.8881 1.1174 -1.26
H 3.4092 -0.6395 0.9359 0.59
H 1.8616 0.4174 2.8678 0.46
H -0.3384 -2.8829 1.0475 0.67
H 2.0461 -2.6740 -0.2086 0.41
O -0.7402 -3.1952 -6.3866 -0.35
C -1.6220 -4.3346 -6.4915 -0.40
C -1.6377 -4.8779 -7.9304 -0.58
H -2.6456 -4.0471 -6.1798 0.27
H -1.2941 -5.0884 -5.7497 0.27
C -0.9880 -3.7621 -8.7495 -0.49
H -2.6463 -5.1443 -8.2415 0.33
H -1.0172 -5.7751 -7.9717 0.25
C -0.1747 -2.9841 -7.6943 -0.55
H -1.7732 -3.1241 -9.1659 0.26
H -0.3679 -4.1080 -9.5756 0.32
H -0.1167 -1.9024 -7.8792 0.28
H 0.8728 -3.3469 -7.6948 0.28
C 1.5949 2.8065 4.4172 -1.63
C 1.1576 3.2939 3.0395 2.06
C 0.1252 4.4081 3.1733 -1.57
C 2.3551 3.7168 2.1872 0.79
C 3.2107 4.7232 2.6201 -0.17
C 4.3339 5.0782 1.8616 -1.63
C 4.6159 4.3731 0.6910 0.01
C 3.7920 3.3672 0.2235 0.47
C 4.1456 2.5970 -1.0522 1.41
C 4.1320 3.5197 -2.2715 -1.53
C 5.4824 1.8760 -0.8936 -1.54
C 2.5948 3.0653 0.9451 -0.36
O 1.7134 2.2110 0.4914 -0.32
H 2.0672 3.6252 4.9729 0.38
H 2.3145 1.9835 4.3349 0.38
H 0.7249 2.4525 4.9840 0.42
H 0.6852 2.4606 2.5071 -1.14
H 0.5583 5.2770 3.6871 0.39
H -0.2351 4.7319 2.1898 0.36
H -0.7282 4.0420 3.7578 0.42
H 2.9866 5.2176 3.5646 0.43
H 4.9770 5.8862 2.1869 0.40
H 5.5138 4.6142 0.1156 0.43
H 3.3910 1.8144 -1.2349 -1.15
H 4.8647 4.3309 -2.1711 0.33
H 4.3688 2.9329 -3.1661 0.46
H 3.1404 3.9702 -2.4104 0.37
H 5.4339 1.1631 -0.0600 0.36
H 5.6994 1.3160 -1.8100 0.44
H 6.2996 2.5809 -0.6978 0.33
```

As for the net charge: +1. Its frontier orbital gap (alpha / beta) is 4.12 / 4.71 eV. As for the multiplicity: 1.


(8)
The following is a quantum chemistry calculation of C4H8NO as an isolated structure at a distorted geometry, from the OMol25 dataset.

```
14
Properties=species:S:1:pos:R:3:mulliken_charge:R:1
C 1.9697 0.1945 -0.6398 -0.41
C 1.2919 0.9129 0.2912 -0.30
C 1.2400 -1.0282 -0.2672 -0.41
C -1.9829 0.3741 -0.3567 0.05
N 0.4918 -0.0531 0.6959 -0.34
O -2.6071 -0.6623 0.1670 -0.31
H 2.6593 0.6317 -1.3495 0.37
H 1.2659 1.8646 0.5740 0.54
H 0.4688 -1.4497 -0.9697 0.21
H 1.5648 -1.7475 0.4224 0.35
H -2.1704 1.4030 -0.0159 0.30
H -1.2120 0.1828 -1.1402 0.27
H 0.2320 -0.2242 1.6286 0.25
H -3.2117 -0.3988 0.9599 0.44
```

As for the net charge: +1. Its frontier orbital gap (alpha / beta) is 6.25 / 6.25 eV. As for the multiplicity: 1.


Calculated relative energy (zero: lowest compared OMol25 entry of this formula, charge and spin), 76.6, 42.6, 118.9, 16.1, 27.7, 35.0, 0.0, 104.2 kcal per mole (same order as the records).
Calculated DFT total energy, -327.0093, -380.4792, -378.6815, -3211.9030, -4665.9378, -1959.6973, -1626.3716, -286.7765 Eh (same order as the records).